[1]
Below is a cluster of 12 separate species, C41H113N7O12 in total, with properties calculated with ωB97M-V/def2-TZVPD.

Atoms and positions in Å:
1 C 1.929334 7.060157 -0.428129
2 O 1.157875 7.037782 -1.667200
3 C 1.503288 8.166849 -2.478051
4 C 0.470594 8.353098 -3.555208
5 C -0.968299 8.757642 -3.038351
6 N 0.367970 7.235508 -4.447301
7 H 1.876712 8.046869 0.055036
8 H 2.993660 6.913297 -0.659278
9 H 1.535607 6.287207 0.204482
10 H 1.636379 9.024832 -1.862550
11 H 2.508464 7.991198 -2.929151
12 H 0.895689 9.234683 -4.065430
13 H -1.561195 9.081978 -3.915398
14 H -0.971577 9.561022 -2.320083
15 H -1.356445 7.860598 -2.548431
16 H 1.359538 6.886253 -4.639125
17 H -0.000210 6.375915 -4.045342
18 C 2.481748 -2.373068 -2.641028
19 O 3.257401 -2.546127 -1.476292
20 C 4.583087 -2.980097 -1.690045
21 C 5.189801 -3.447160 -0.431334
22 C 6.596875 -3.964918 -0.706379
23 N 4.336010 -4.470000 0.255813
24 H 2.414986 -3.286725 -3.212550
25 H 2.738283 -1.546584 -3.299108
26 H 1.513601 -2.129204 -2.203538
27 H 4.508252 -3.850826 -2.381653
28 H 5.253726 -2.193938 -2.067957
29 H 5.218922 -2.539448 0.268217
30 H 6.924188 -4.246508 0.292695
31 H 7.223466 -3.137765 -1.145136
32 H 6.623808 -4.849731 -1.391227
33 H 4.414301 -5.399688 -0.126737
34 H 3.376380 -4.148496 0.184307
35 C 2.892831 3.511544 2.350731
36 O 1.768369 4.326817 1.930243
37 C 1.063536 4.750984 3.136651
38 C 1.788306 5.742170 4.094591
39 C 0.817326 6.205387 5.183430
40 N 2.170155 6.878579 3.331025
41 H 2.576536 2.735568 3.069322
42 H 3.803852 4.036783 2.726884
43 H 3.234658 2.932361 1.459258
44 H 0.197358 5.292624 2.755203
45 H 0.776222 3.853138 3.722268
46 H 2.627919 5.176616 4.533129
47 H 1.361313 6.890776 5.823776
48 H 0.342026 5.331042 5.710467
49 H 0.030535 6.838746 4.684912
50 H 2.684235 6.487671 2.551195
51 H 2.805073 7.406087 3.887659
52 C -1.184697 -1.719656 -4.753630
53 O -0.886294 -2.980879 -5.162109
54 C -1.888324 -3.895592 -4.754096
55 C -1.407082 -5.328194 -5.094219
56 C -0.991473 -5.435424 -6.557054
57 N -2.432286 -6.269982 -4.635793
58 H -1.410743 -1.651640 -3.691554
59 H -2.124269 -1.432629 -5.215211
60 H -0.413566 -1.030164 -5.047212
61 H -2.201187 -3.871801 -3.684220
62 H -2.785876 -3.651354 -5.342955
63 H -0.502657 -5.484486 -4.471096
64 H -0.266823 -4.603732 -6.744796
65 H -1.818883 -5.338554 -7.237039
66 H -0.509812 -6.411798 -6.620565
67 H -2.140308 -7.180256 -4.943870
68 H -3.369729 -6.077826 -5.023699
69 C 3.403427 1.368871 -0.919219
70 O 2.191950 1.831566 -1.531334
71 C 2.579974 2.671879 -2.600518
72 C 1.422142 3.134603 -3.509197
73 C 1.929692 4.001035 -4.604104
74 N 0.350009 3.868030 -2.827251
75 H 3.180594 1.052067 0.081644
76 H 4.111646 2.206460 -0.775833
77 H 3.902676 0.606569 -1.543215
78 H 3.134592 3.484223 -2.153162
79 H 3.342956 2.131282 -3.199832
80 H 1.000514 2.233007 -3.945554
81 H 2.232438 4.977875 -4.248498
82 H 1.097586 4.197932 -5.308989
83 H 2.739232 3.625160 -5.231285
84 H -0.150114 3.338627 -2.128100
85 H 0.760413 4.704897 -2.330287
86 C 0.143491 -3.062516 0.383430
87 O -0.700215 -1.951062 0.171351
88 C -0.007839 -0.651863 0.379985
89 C -1.002114 0.458274 0.221002
90 C -1.523910 0.458349 -1.207477
91 N -0.415694 1.740581 0.641306
92 H 1.132409 -2.834901 0.028956
93 H -0.284964 -3.867408 -0.140311
94 H 0.267643 -3.214424 1.490495
95 H 0.453321 -0.690850 1.330324
96 H 0.734339 -0.469595 -0.424928
97 H -1.756382 0.307723 0.980852
98 H -2.363589 1.117476 -1.464176
99 H -1.942464 -0.528925 -1.416027
100 H -0.628936 0.628351 -1.839480
101 H 0.439153 1.945600 0.108889
102 H -1.079364 2.485341 0.460947
103 C 0.598958 -2.722932 4.955084
104 O 0.866391 -3.156855 3.635423
105 C 2.169614 -3.752050 3.476281
106 C 3.324443 -2.723720 3.631394
107 C 3.124097 -1.592784 2.629507
108 N 4.642081 -3.349814 3.499590
109 H -0.472372 -2.516768 5.028958
110 H 1.160897 -1.835861 5.272872
111 H 0.855378 -3.509296 5.631914
112 H 2.267418 -4.552305 4.215223
113 H 2.230151 -3.991423 2.429751
114 H 3.326571 -2.304823 4.658951
115 H 3.920522 -0.860466 2.755814
116 H 2.140540 -1.238582 2.763806
117 H 3.282650 -1.946970 1.570434
118 H 4.965913 -3.760180 4.363141
119 H 4.699633 -4.106509 2.754970
120 C -1.821092 -6.791631 0.205710
121 C -2.699514 -6.282737 -0.952837
122 C -3.808036 -5.467231 -0.342188
123 O -1.963394 -5.424634 -1.810711
124 H -2.341370 -7.587000 0.706707
125 H -1.756860 -6.055172 0.995607
126 H -0.934638 -7.263523 -0.162284
127 H -3.138930 -7.139991 -1.480100
128 H -3.407329 -4.480885 0.001882
129 H -4.358371 -5.935980 0.464402
130 H -4.520262 -5.200028 -1.081873
131 H -2.119778 -5.816227 -2.689232
132 C -2.637944 -2.652918 2.727412
133 C -3.707802 -3.711559 3.021421
134 C -4.177307 -3.531020 4.507891
135 O -4.822839 -3.404318 2.170569
136 H -1.820421 -2.670077 3.448913
137 H -3.142417 -1.672525 2.684216
138 H -2.283234 -2.712188 1.697528
139 H -3.341188 -4.669387 2.778938
140 H -4.209970 -2.464223 4.746575
141 H -3.442174 -4.019824 5.169724
142 H -5.110202 -4.024352 4.613167
143 H -4.556139 -3.592485 1.259257
144 C -0.866490 0.732304 5.508688
145 C -0.956565 0.802318 3.971787
146 C -2.377334 1.157004 3.504233
147 O -0.034182 1.807984 3.504103
148 H 0.119348 0.365965 5.844776
149 H -1.544345 0.041957 5.997633
150 H -0.995972 1.725537 5.890646
151 H -0.650359 -0.131669 3.528895
152 H -3.053082 0.329616 3.740131
153 H -2.382005 1.334104 2.435914
154 H -2.814624 2.025469 3.982016
155 H 0.031575 1.769720 2.519819
156 C -5.095886 -0.434485 -0.065358
157 C -5.746187 -1.438950 -0.962990
158 C -4.695116 -2.000219 -1.991846
159 O -6.254538 -2.549687 -0.209214
160 H -5.603854 -0.214176 0.825257
161 H -4.776297 0.487434 -0.559613
162 H -4.130616 -0.816528 0.359338
163 H -6.567776 -1.015557 -1.556828
164 H -5.135365 -2.615706 -2.773816
165 H -3.956529 -2.632633 -1.496587
166 H -4.148802 -1.182891 -2.448169
167 H -6.511671 -2.204987 0.673480
168 C -2.219787 5.232195 0.829511
169 O -1.234177 4.594429 -0.027687
170 H -2.967502 4.520546 1.157925
171 H -1.724429 5.651467 1.698810
172 H -2.726406 6.071550 0.304483
173 H -1.295790 4.977453 -0.929724

Cartesian forces, eV/Å:
-0.1 0.5 -1.3
0.7 0.6 1.0
0.3 -1.8 0.2
-0.7 1.5 0.8
1.2 -0.8 -0.9
2.2 -1.4 -1.2
-0.3 -0.2 0.0
-0.1 -0.3 0.1
0.0 -0.4 0.3
-0.2 1.0 0.6
-0.4 0.0 0.0
-0.4 -0.3 -0.5
0.1 -0.5 0.5
0.3 0.3 0.3
-0.4 0.2 -0.2
-1.6 0.9 -0.1
-0.5 0.4 0.5
-0.9 0.2 1.0
0.7 0.6 0.1
-0.7 -0.4 -1.3
-0.6 -0.1 1.5
0.0 0.4 0.0
0.7 1.0 0.2
0.0 -0.4 -0.3
0.6 0.2 0.0
-0.3 -0.1 -0.5
0.4 0.5 0.0
-0.4 0.0 -0.5
0.2 -1.2 -0.7
0.8 -0.2 -0.2
-0.5 -0.9 0.6
-0.2 0.7 0.5
0.1 0.0 -0.3
0.0 -0.2 -0.1
0.1 -0.8 -1.2
1.3 0.0 2.1
-0.2 0.1 0.2
-1.2 -1.8 -0.2
-0.9 -0.4 -0.8
0.4 0.0 -0.9
0.0 0.5 0.0
-0.9 0.1 -0.1
-0.3 0.6 0.4
-0.2 -0.2 0.0
-0.1 0.5 -0.5
0.0 0.3 0.2
-0.1 -0.2 0.6
0.5 1.1 -0.2
0.6 -0.8 0.5
0.2 0.4 -0.4
0.6 0.8 0.2
-1.3 1.3 0.4
0.6 -2.0 0.5
-0.2 -0.8 -0.4
-0.2 1.5 0.4
1.0 0.5 1.0
-0.2 0.3 0.0
0.5 0.0 0.5
-0.4 0.6 -0.4
0.4 0.2 0.0
0.7 0.4 -0.5
-0.2 -0.2 0.0
-0.4 -0.1 -0.2
-0.5 -0.9 -0.1
-0.4 -0.1 -0.3
0.1 0.1 -0.7
-0.2 -0.5 0.0
0.8 -0.1 0.1
0.0 0.7 -0.3
0.5 -0.3 0.1
0.2 -0.4 -0.6
0.1 -0.7 1.4
-0.4 0.8 -1.7
0.7 1.4 0.5
-0.3 -0.7 0.3
-0.2 -0.1 -0.3
-0.3 0.1 0.4
0.0 0.9 0.0
-0.4 0.1 -0.1
-0.2 -0.2 0.0
0.2 0.2 0.4
0.3 -0.1 0.4
0.1 -0.4 0.3
0.2 -0.4 0.1
-0.5 -1.1 -0.7
0.5 1.4 2.0
0.4 2.1 -0.3
-0.8 -1.6 -1.8
-0.5 0.8 0.6
-0.1 -0.6 -0.2
0.8 -0.4 -0.2
0.7 -0.1 -0.6
-0.4 -1.3 -0.5
-0.4 -0.3 -0.9
0.6 0.2 1.1
0.2 -0.5 0.4
-0.7 -0.5 -0.2
0.5 0.4 0.4
0.3 -0.2 -0.1
-0.6 0.0 -0.1
-0.4 0.1 0.1
0.2 0.2 0.0
-0.1 0.2 -0.4
0.4 0.1 0.0
-0.1 1.8 0.7
0.1 -0.4 0.6
1.8 -1.2 -0.9
0.3 -1.2 -1.3
0.2 0.0 0.0
0.0 0.1 -0.3
0.1 -0.7 0.8
0.2 -0.3 -0.4
-0.2 -1.0 -0.3
-0.2 -0.1 -0.5
-0.3 0.3 0.3
-1.0 0.9 -0.1
-0.5 0.0 0.9
-0.1 0.0 0.1
-0.3 1.4 1.0
-1.2 -0.4 -0.6
0.2 0.1 1.7
0.0 1.1 0.3
-0.1 -0.8 -0.5
-0.6 -0.6 0.2
0.9 0.5 -0.1
1.0 0.3 0.0
0.3 0.1 -0.2
0.1 -0.8 -0.1
0.1 -0.3 0.3
-0.8 0.2 -0.8
0.2 0.3 -0.3
-0.5 0.2 -0.6
-0.5 2.9 0.8
1.6 -0.5 -1.3
-0.1 -0.4 0.2
0.1 0.1 -0.2
0.1 -0.2 0.7
0.5 -0.5 0.1
0.4 -1.5 0.1
-0.3 -0.2 0.0
-0.3 0.2 -0.2
-1.0 -0.2 0.4
-0.3 0.1 0.1
1.1 -0.5 -0.6
-0.2 1.1 0.1
0.0 -0.7 0.3
0.0 -0.4 0.6
-0.1 0.4 -0.4
-0.6 0.0 -0.3
-0.2 0.5 0.4
-0.1 -0.7 -0.1
0.0 -0.1 -0.2
-0.1 0.0 -0.1
0.3 0.4 0.3
-0.4 0.0 0.2
2.6 -0.1 -0.1
0.7 -1.1 -1.2
-0.5 0.1 0.8
0.0 0.6 0.5
-1.4 0.6 1.0
-0.5 0.0 -0.1
-0.5 -0.2 -0.6
0.0 0.2 0.2
-0.3 0.1 0.0
0.0 0.1 0.3
0.0 0.3 -0.2
0.2 -0.5 -0.7
0.3 0.6 -1.0
-0.7 0.6 -0.4
-0.1 -0.3 0.0
0.2 0.0 0.1
0.3 -0.6 0.3
0.0 -0.3 1.0

Summary:
**Largest force on an atom**: 0.0600 hartree/bohr
**DFT total energy**: -79345.281 eV
**ΔE to the lowest compared entry with this formula, charge and spin**: 39.39 kcal/mol
**Charge**: 0
**LUMO energy**: 0.66 eV

---

[2]
Below is a structure of composition H12O6, with properties calculated with ωB97M-V/def2-TZVPD.

Atoms and positions in Å:
1 O 2.100722 0.564611 -0.507222
2 H 2.773722 -0.005389 -0.170222
3 H 1.286722 -0.004389 -0.409222
4 O -1.909278 1.179611 0.430778
5 H -2.569278 1.281611 1.080778
6 H -1.811278 2.127611 0.055778
7 O 0.171722 -0.485389 -0.506222
8 H -0.291278 0.273611 -0.104222
9 H -0.010278 -1.461389 -0.396222
10 O 0.639722 0.710611 -3.057222
11 H 0.410722 0.159611 -2.208222
12 H 0.357722 0.123611 -3.630222
13 O 0.273722 1.595611 2.271778
14 H -0.306278 1.392611 1.501778
15 H -0.357278 2.153611 2.885778
16 O -0.116278 -2.900389 1.133778
17 H -1.080278 -3.222389 0.939778
18 H 0.436722 -3.483389 0.688778

Cartesian forces, eV/Å:
1.6 1.3 0.0
1.1 -0.2 0.4
2.2 0.7 -0.1
1.4 2.5 -2.3
-1.3 0.0 1.4
-0.2 -2.3 0.7
-3.1 -2.5 -1.1
-1.0 -1.6 0.3
-0.7 2.0 1.0
1.0 2.4 6.6
1.0 1.9 -1.8
-2.1 -4.2 -5.3
-2.4 1.6 1.3
0.6 0.3 1.0
2.0 -1.7 -1.8
-4.4 1.0 0.4
2.8 0.7 0.6
1.6 -1.9 -1.2

Summary:
**Largest force on an atom**: 0.1387 hartree/bohr
**DFT total energy**: -12477.345 eV
**ΔE to the lowest compared entry with this formula, charge and spin**: 86.92 kcal/mol
**Charge**: 0
**LUMO energy**: -0.06 eV

---

[3]
Below is an isolated molecule of C3H6N2O2S, with properties calculated with ωB97M-V/def2-TZVPD.

Atoms and positions in Å:
1 O -1.749309 -1.951068 0.081768
2 C -0.809834 -1.199533 0.105343
3 N 0.521508 -1.570580 0.089955
4 S 1.905888 -0.835359 -0.552707
5 C 1.390361 0.732122 0.313031
6 C -0.033831 1.212407 0.016787
7 N -0.976166 0.228022 0.206903
8 O -2.091337 0.603516 -0.719266
9 H 0.545751 -2.606714 0.162575
10 H 2.106791 1.449815 -0.034010
11 H 1.858489 0.540210 1.467574
12 H 0.197143 1.592677 -1.050009
13 H -0.219297 2.081477 0.811401
14 H -2.646157 -0.276991 -0.899339

Cartesian forces, eV/Å:
-0.1 -0.1 0.0
1.8 2.4 -0.5
-1.3 -3.4 0.7
-1.3 1.7 0.3
3.2 -1.4 3.2
3.7 2.6 0.7
-3.8 -2.4 -1.9
-0.9 -2.4 0.5
0.3 1.1 0.0
0.1 0.7 -0.4
-2.2 0.5 -2.8
-1.6 -0.4 1.4
0.2 -1.4 -2.1
1.9 2.4 1.0

Summary:
**Largest force on an atom**: 0.0957 hartree/bohr
**DFT total energy**: -21115.477 eV
**ΔE to the lowest compared entry with this formula, charge and spin**: 100.84 kcal/mol
**Charge**: 0
**LUMO energy**: 0.40 eV

---

[4]
Below is a structure of composition C2H7NO2Si, with properties calculated with ωB97M-V/def2-TZVPD.

Atoms and positions in Å:
1 C 2.070248 -1.199218 0.399128
2 C 0.633947 -1.356607 0.276965
3 N -0.495420 -1.361333 0.563972
4 O -1.707404 -1.314731 0.637132
5 O -3.926152 0.140945 -1.207484
6 Si -2.907256 0.408980 -0.135172
7 H 2.440994 -1.890699 1.137239
8 H 2.275384 -0.100894 0.768701
9 H 2.619649 -1.429612 -0.607422
10 H 0.690680 1.567780 -0.666947
11 H -3.309865 0.333259 1.302690
12 H -1.705290 1.186724 -0.146508
13 H 1.210207 1.693832 -1.300556

Cartesian forces, eV/Å:
1.4 1.7 -1.3
-1.9 0.0 1.0
2.5 0.3 -1.5
-1.1 -0.1 0.1
-0.3 -0.2 -1.2
-0.4 -0.6 2.5
0.2 -0.2 0.3
-0.2 -2.2 -0.9
-1.1 0.7 1.9
1.5 0.4 -1.9
-0.1 0.2 -0.3
0.9 0.5 -0.5
-1.5 -0.4 1.9

Summary:
**Largest force on an atom**: 0.0577 hartree/bohr
**DFT total energy**: -15645.794 eV
**ΔE to the lowest compared entry with this formula, charge and spin**: 140.39 kcal/mol
**Charge**: 0
**LUMO energy**: 0.09 eV